[1]
The following is a DFT calculation (wB97M-V/def2-TZVPD) of the ion C4H11N2S with charge -1.

Last column: Mulliken charge in e.
Positions of all 18 atoms, in Å:
N -2.868 1.519 -0.842  -0.5275
C -1.504 1.903 -0.485  -0.4692
N -0.964 1.575 0.881  -0.4838
C 0.263 0.700 0.907  -0.5435
C 0.164 -0.285 -0.262  -0.0869
C 0.528 -1.773 -0.020  -0.7846
S 2.455 -1.855 -0.003  -0.7550
H -3.686 1.528 -0.203  0.1788
H -2.943 0.698 -1.354  0.2124
H -0.932 1.757 -1.471  0.2983
H -1.567 3.014 -0.387  0.3343
H -1.684 1.161 1.319  0.2514
H 1.057 1.339 0.710  0.2256
H 0.309 0.327 1.923  0.3819
H 0.749 0.081 -1.101  0.2195
H -0.873 -0.218 -0.586  0.0436
H 0.126 -2.334 0.858  0.2865
H 0.279 -2.607 -0.771  0.2182

Cartesian forces (eV/Å) of the 6 atoms listed first:
-1.01 0.77 1.04
-0.52 2.97 -0.14
3.10 1.19 -2.96
-2.46 -0.21 -0.71
-0.70 -2.09 0.23
1.98 -1.71 -0.45

The spin multiplicity is 1. For the total energy, the calculation gives -666.6536 hartree. The calculation puts the LUMO energy at 3.61 eV. As for the net charge: -1. As for the SMILES: NCNCCC[S-]. Its gap between HOMO and LUMO is 5.83 eV. The value obtained for the energy relative to the best compared isomer or geometry (same formula, charge and spin) is 244.01 kJ/mol.

***

[2]
The following is a DFT calculation (wB97M-V/def2-TZVPD) of an isolated molecule of C4H11N3.

Last column: Mulliken charge in e.
Positions of all 18 atoms, in Å:
H -0.135 -1.745 2.846  0.2336
N 0.138 -0.817 2.555  -0.7702
C -0.437 -0.326 1.540  0.5474
N -1.604 -0.813 0.967  -0.3712
N 0.023 0.899 1.060  -0.1753
C -0.063 1.331 -0.322  -1.0135
C 0.925 0.708 -1.283  -0.0916
C 0.675 -0.762 -1.547  -1.1982
H -1.818 -0.604 0.006  0.1748
H -2.393 -1.043 1.548  0.1832
H 0.908 1.126 1.492  0.2532
H -1.077 1.126 -0.676  0.3354
H -0.049 2.418 -0.314  0.3518
H 1.933 0.821 -0.853  0.2457
H 0.992 1.255 -2.226  0.3508
H -0.256 -0.995 -2.058  0.2892
H 1.490 -1.220 -2.108  0.3628
H 0.748 -1.359 -0.626  0.2921

Cartesian forces (eV/Å) of the 6 atoms listed first:
-0.57 0.14 -0.19
0.95 -0.05 0.44
-0.67 0.41 0.22
-0.05 -0.40 -0.65
0.35 -0.21 -0.19
-1.19 0.12 0.04

The spin multiplicity is 1. For the total energy, the calculation gives -323.2721 hartree. The calculation puts the LUMO energy at 1.00 eV. As for the SMILES: [H]/N=C(\N)NCCC. Its gap between HOMO and LUMO is 9.62 eV. The value obtained for the energy relative to the best compared isomer or geometry (same formula, charge and spin) is 90.33 kJ/mol.

***

[3]
The following is a DFT calculation (wB97M-V/def2-TZVPD) of an isolated molecule of C4H11N3.

Last column: Mulliken charge in e.
Positions of all 18 atoms, in Å:
N 2.382 -0.915 0.796  -0.6183
C 1.638 -0.147 -0.180  -0.5572
C 0.316 -0.331 -0.365  0.4954
N -0.287 -1.602 -0.315  -0.4530
C -0.484 0.775 -0.983  -0.8350
C -1.286 1.548 0.047  -0.4427
N -2.158 0.671 0.841  -0.6186
H 2.852 -0.250 1.400  0.2639
H 3.152 -1.405 0.338  0.2344
H 2.127 0.707 -0.637  0.2962
H -0.928 -1.687 -1.084  0.2117
H 0.387 -2.323 -0.124  0.2475
H 0.195 1.489 -1.456  0.2648
H -1.100 0.415 -1.820  0.3772
H -0.531 1.988 0.702  0.2974
H -1.942 2.323 -0.340  0.3788
H -1.640 -0.101 1.238  0.2339
H -2.636 1.182 1.568  0.2237

Cartesian forces (eV/Å) of the 6 atoms listed first:
0.45 -0.47 -1.02
-0.27 0.61 1.25
1.02 -0.70 -1.81
-0.18 1.45 1.29
-0.29 0.21 -1.10
-0.20 -0.57 1.30

The spin multiplicity is 1. For the total energy, the calculation gives -323.2339 hartree. The calculation puts the LUMO energy at 0.91 eV. As for the SMILES: N/C=C(\N)CCN. Its gap between HOMO and LUMO is 8.72 eV. The value obtained for the energy relative to the best compared isomer or geometry (same formula, charge and spin) is 190.71 kJ/mol.

***

[4]
The following is a DFT calculation (wB97M-V/def2-TZVPD) of an isolated molecule of C4H11N3.

Last column: Mulliken charge in e.
Positions of all 18 atoms, in Å:
H -1.916 2.913 1.756  0.2494
N -1.435 2.026 1.737  -0.6512
C -1.838 1.472 0.623  -0.1169
N -1.242 0.517 -0.157  -0.2541
C -0.572 -0.768 0.488  -0.7561
C 0.931 -0.602 0.715  -0.3425
C 1.711 -1.112 -0.624  -0.5655
N 1.151 -0.588 -1.911  -0.5675
H -2.811 1.765 0.174  0.3440
H -1.348 0.593 -1.154  0.2742
H -1.124 -0.889 1.492  0.3448
H -0.886 -1.591 -0.183  0.3668
H 1.342 -1.196 1.541  0.3288
H 1.394 0.428 0.959  0.2907
H 1.844 -2.227 -0.786  0.2619
H 2.770 -0.698 -0.604  0.3074
H 1.669 0.003 -2.530  0.2487
H 0.361 -0.046 -1.535  0.2371

Cartesian forces (eV/Å) of the 6 atoms listed first:
-0.81 -0.07 0.83
0.42 -1.49 -2.34
-0.35 1.55 0.47
1.19 -2.38 2.17
-1.80 2.43 0.87
2.45 -0.30 -1.99

The spin multiplicity is 1. For the total energy, the calculation gives -323.1922 hartree. The calculation puts the LUMO energy at 0.97 eV. As for the SMILES: [H]/N=C/NCCCN. Its gap between HOMO and LUMO is 9.97 eV. The value obtained for the energy relative to the best compared isomer or geometry (same formula, charge and spin) is 300.25 kJ/mol.

***

[5]
The following is a DFT calculation (wB97M-V/def2-TZVPD) of the ion C4H11N3 with charge +1.

Last column: Löwdin spin population.
Positions of all 18 atoms, in Å:
C 2.042 -0.706 0.881  0.0037
C 1.716 0.586 0.165  0.0012
C 0.464 0.337 -0.710  0.0547
N -0.639 -0.317 -0.009  0.4272
C -2.092 -0.314 -0.211  0.0327
N -2.417 0.166 -1.413  -0.0174
N -2.781 -0.472 0.868  0.4543
H 1.558 -1.011 1.749  0.0002
H 1.765 -1.549 0.148  0.0014
H 3.153 -0.631 0.879  0.0000
H 1.379 1.239 0.830  0.0003
H 2.544 1.131 -0.359  -0.0004
H 0.883 -0.163 -1.567  0.0146
H 0.096 1.250 -0.934  0.0211
H -0.425 -0.075 0.980  0.0064
H -3.374 0.420 -1.272  0.0003
H -1.776 0.956 -1.663  -0.0042
H -2.098 -0.849 1.639  0.0039

Cartesian forces (eV/Å) of the 6 atoms listed first:
2.54 -1.14 -4.14
-0.96 -1.91 -1.51
1.82 -1.80 -0.24
-0.46 0.40 2.00
5.48 1.24 0.15
-0.18 0.57 0.41

The spin multiplicity is 2. For the total energy, the calculation gives -322.8865 hartree. The calculation puts the LUMO energy (alpha / beta) at -3.71 / -8.28 eV. As for the expectation value of S²: 0.782. As for the net charge: +1. Its gap between HOMO and LUMO (alpha / beta) is 12.20 / 7.19 eV. The value obtained for the energy relative to the best compared isomer or geometry (same formula, charge and spin) is 310.99 kJ/mol.

***

[6]
The following is a DFT calculation (wB97M-V/def2-TZVPD) of the ion C4H11N3 with charge +1.

Last column: Löwdin spin population.
Positions of all 18 atoms, in Å:
C -1.377 -0.237 -1.278  0.0013
C -1.535 0.874 -0.247  0.0311
C -0.592 0.770 1.007  0.0369
N 0.819 0.772 0.683  0.2873
C 1.539 -0.291 0.224  0.0457
N 1.148 -1.567 0.480  -0.0149
N 2.717 0.030 -0.253  0.5817
H -1.955 -1.083 -0.906  0.0000
H -1.708 0.157 -2.234  0.0010
H -0.361 -0.573 -1.506  -0.0006
H -1.239 1.838 -0.668  -0.0002
H -2.545 0.977 0.141  0.0017
H -0.743 -0.116 1.620  0.0079
H -0.810 1.703 1.520  0.0039
H 1.432 1.572 0.655  0.0008
H 0.267 -1.880 0.838  -0.0003
H 1.885 -2.212 0.747  -0.0008
H 3.057 -0.736 -0.824  0.0173

Cartesian forces (eV/Å) of the 6 atoms listed first:
-0.19 0.24 0.28
1.77 0.20 0.24
-0.34 0.40 -0.46
0.83 -1.14 -1.24
-2.00 -0.46 2.62
0.81 -0.32 -0.36

The spin multiplicity is 2. For the total energy, the calculation gives -322.9686 hartree. The calculation puts the LUMO energy (alpha / beta) at -3.25 / -7.65 eV. As for the expectation value of S²: 0.777. As for the net charge: +1. Its gap between HOMO and LUMO (alpha / beta) is 12.04 / 7.30 eV. The value obtained for the energy relative to the best compared isomer or geometry (same formula, charge and spin) is 95.41 kJ/mol.

***

[7]
The following is a DFT calculation (wB97M-V/def2-TZVPD) of a cluster of 2 separate species, C4H11N3 in total.

Last column: Mulliken charge in e.
Positions of all 18 atoms, in Å:
C -0.079 0.111 -0.671  -0.2789
C -0.436 -2.017 1.967  0.0194
C 1.638 1.082 -2.053  -0.0398
C 0.266 2.438 -0.595  -0.8445
N 0.635 1.174 -1.312  0.1518
N -1.062 -0.411 -1.369  -0.1277
N -0.325 -2.479 3.129  -0.1781
H 0.206 -1.437 1.374  0.3535
H -1.437 -2.322 1.593  0.2013
H 2.207 1.900 -2.345  0.2990
H 1.844 0.192 -2.527  0.2803
H -0.670 2.682 -1.180  0.3555
H 0.032 2.357 0.419  0.3426
H 0.935 3.293 -0.599  0.3474
H -1.677 -1.042 -0.852  0.2404
H -1.295 -0.198 -2.310  0.2349
H 0.457 -2.420 3.759  0.2905
H -1.238 -2.903 3.573  0.3523

Cartesian forces (eV/Å) of the 6 atoms listed first:
-1.32 -1.31 -0.17
-2.96 -1.36 -0.20
-0.40 0.03 -0.72
-1.88 1.11 -2.75
0.07 1.03 2.39
1.25 0.48 1.96

The spin multiplicity is 1. For the total energy, the calculation gives -322.5220 hartree. The calculation puts the LUMO energy at -8.30 eV. As for the net charge: +2. Its gap between HOMO and LUMO is 9.40 eV. The value obtained for the energy relative to the best compared isomer or geometry (same formula, charge and spin) is 274.97 kJ/mol.

***

[8]
The following is a DFT calculation (wB97M-V/def2-TZVPD) of a cluster of 2 separate species, C4H11N3O in total.

Last column: Mulliken charge in e.
Positions of all 19 atoms, in Å:
C 0.627 0.831 -1.137  -0.8685
C -0.016 2.245 0.782  -0.9433
C 0.633 -2.086 0.729  -0.7074
N -0.225 1.215 -0.224  0.2797
N 1.725 -1.489 -0.015  -0.5883
C -1.511 0.564 -0.167  0.5250
N -1.706 -0.254 -1.207  -0.2940
O -2.288 0.782 0.728  -0.5975
H 2.118 -2.172 -0.661  0.2279
H -2.539 -0.813 -1.266  0.2286
H -0.921 -0.350 -1.846  0.2833
H 1.550 1.433 -1.072  0.2347
H 1.377 -0.705 -0.588  0.4096
H -0.323 3.212 0.391  0.3223
H 1.052 2.290 1.047  0.3667
H -0.618 2.012 1.660  0.3190
H -0.169 -2.503 0.107  0.2426
H 0.202 -1.328 1.386  0.2222
H 1.032 -2.885 1.352  0.3373

Cartesian forces (eV/Å) of the 6 atoms listed first:
-0.04 0.76 -0.31
0.48 0.39 0.61
-0.10 -0.01 0.02
0.70 -0.01 -0.30
0.39 0.11 -0.33
-0.66 -0.53 -0.29

The spin multiplicity is 1. For the total energy, the calculation gives -398.4484 hartree. The calculation puts the LUMO energy at 0.33 eV. Its gap between HOMO and LUMO is 9.02 eV. The value obtained for the energy relative to the best compared isomer or geometry (same formula, charge and spin) is 277.81 kJ/mol.

***

[9]
The following is a DFT calculation (wB97M-V/def2-TZVPD) of an isolated molecule of C4H11N3O.

Last column: Mulliken charge in e.
Positions of all 19 atoms, in Å:
C -0.936 1.938 -1.559  -1.1430
C 0.224 0.976 -1.403  -0.3463
C 0.751 0.869 0.018  -0.3466
C -0.303 -0.154 0.511  0.2246
O -1.358 0.196 1.010  -0.5714
N 0.233 -1.463 0.667  0.3040
N -0.789 -2.431 0.715  -0.6200
N 1.171 -1.602 1.737  -0.6852
H -0.615 2.954 -1.339  0.3120
H -1.728 1.666 -0.863  0.2925
H -1.335 1.898 -2.571  0.3329
H 1.031 1.163 -2.110  0.3741
H -0.240 -0.118 -1.493  0.2440
H 1.753 0.444 0.034  0.2314
H 0.658 1.806 0.563  0.3534
H -1.329 -2.368 1.583  0.2267
H -0.347 -3.343 0.683  0.2696
H 1.039 -0.887 2.453  0.2723
H 2.121 -1.544 1.364  0.2750

Cartesian forces (eV/Å) of the 6 atoms listed first:
0.10 -0.05 0.04
-0.99 -2.04 -0.38
-1.36 -0.76 0.11
1.60 1.53 3.79
0.28 -0.65 -1.33
-0.42 -0.90 -0.60

The spin multiplicity is 1. For the total energy, the calculation gives -398.4330 hartree. The calculation puts the LUMO energy at 0.93 eV. As for the SMILES: CCCC(=O)N(N)N. Its gap between HOMO and LUMO is 10.31 eV. The value obtained for the energy relative to the best compared isomer or geometry (same formula, charge and spin) is 318.24 kJ/mol.

***

[10]
The following is a DFT calculation (wB97M-V/def2-TZVPD) of an isolated molecule of C4H11N3O.

Last column: Mulliken charge in e.
Positions of all 19 atoms, in Å:
C 1.222 1.262 -1.471  -1.4606
C 0.431 0.703 -0.313  0.6279
N 0.453 -0.776 -0.414  -0.4524
C -0.399 -1.601 0.412  -0.4303
N 0.276 -2.210 1.557  -0.5924
C -1.025 1.131 -0.350  0.1840
N -1.545 1.487 0.865  -0.3119
O -1.696 1.216 -1.352  -0.6216
H 2.004 0.594 -1.847  0.3848
H 0.599 1.297 -2.357  0.3411
H 1.565 2.267 -1.252  0.3411
H 0.889 0.935 0.645  0.2507
H 1.406 -1.118 -0.423  0.2500
H -0.858 -2.317 -0.265  0.3452
H -1.245 -1.027 0.795  0.2244
H 0.201 -3.213 1.487  0.2319
H 1.253 -1.976 1.652  0.2532
H -1.033 1.536 1.727  0.2010
H -2.498 1.807 0.904  0.2341

Cartesian forces (eV/Å) of the 6 atoms listed first:
-0.25 -0.03 -0.72
0.41 -1.93 0.13
-0.05 0.40 -0.53
-0.06 0.59 -0.05
-0.34 -0.61 0.05
-0.33 1.07 0.58

The spin multiplicity is 1. For the total energy, the calculation gives -398.5125 hartree. The calculation puts the LUMO energy at 0.89 eV. As for the SMILES: C[C@H](NCN)C(N)=O. Its gap between HOMO and LUMO is 9.37 eV. The value obtained for the energy relative to the best compared isomer or geometry (same formula, charge and spin) is 109.39 kJ/mol.